(1)
The following is a quantum chemistry calculation of a structure of composition C22H38N3O3Pd, from the Open Molecules 2025 dataset.

Structure (ORCA input):
```
! RIJCOSX wB97M-V def2-TZVPD def2/J DEFGRID3
* xyz -1 1
Pd 0.053 0.363 0.264
N 2.003 1.039 0.289
C 2.803 0.651 1.454
C 2.843 -0.866 1.568
C 1.564 -1.520 2.097
O 1.663 -2.456 2.886
O 0.431 -1.064 1.689
H 2.458 0.749 -0.572
H 1.785 2.034 0.214
H 2.354 1.118 2.332
H 3.829 1.029 1.361
H 3.667 -1.191 2.203
H 3.017 -1.271 0.568
C -2.343 2.679 -1.479
C -0.822 2.845 -1.538
C -0.492 4.342 -1.444
C -0.294 2.299 -2.869
O -0.170 2.246 -0.459
H -2.822 3.216 -2.302
H -2.721 3.083 -0.537
H -2.624 1.630 -1.544
H -0.969 4.910 -2.247
H 0.588 4.487 -1.505
H -0.836 4.729 -0.484
H -0.778 2.779 -3.725
H -0.481 1.227 -2.924
H 0.783 2.473 -2.935
C 0.008 -4.730 0.791
C -0.399 -3.433 0.095
C 0.716 -2.800 -0.601
N 1.572 -2.231 -1.116
H -0.870 -5.192 1.242
H 0.727 -4.515 1.581
H 0.449 -5.440 0.091
H -0.738 -2.692 0.823
H -1.205 -3.574 -0.629
C -0.733 -1.582 -4.273
C -1.816 -1.398 -3.241
C -3.152 -1.660 -3.546
C -4.106 -1.459 -2.561
C -5.564 -1.714 -2.854
C -3.751 -1.005 -1.296
C -2.408 -0.714 -0.936
C -1.473 -0.953 -1.984
N -1.914 -0.268 0.251
C -2.670 -0.038 1.504
C -2.578 -1.275 2.415
C -2.040 1.155 2.238
C -4.162 0.320 1.380
H -1.113 -2.096 -5.157
H 0.100 -2.158 -3.866
H -0.334 -0.616 -4.591
H -3.437 -2.016 -4.530
H -5.696 -2.148 -3.846
H -6.140 -0.786 -2.814
H -6.000 -2.399 -2.123
H -4.561 -0.861 -0.608
H -0.425 -0.777 -1.775
H -1.540 -1.493 2.656
H -3.025 -2.140 1.916
H -3.132 -1.102 3.343
H -0.976 0.992 2.416
H -2.528 1.284 3.208
H -2.152 2.069 1.654
H -4.778 -0.522 1.084
H -4.325 1.156 0.698
H -4.509 0.618 2.373
*
```

Its relative energy (zero: lowest compared OMol25 entry of this formula, charge and spin) is 0.0 kJ/mol. The value obtained for the orbital gap is 6.52 eV. The HOMO energy is -3.61 eV.

=====

(2)
The following is a quantum chemistry calculation of a structure of composition C22H38NO2P2ScSi at a distorted geometry, from the Open Molecules 2025 dataset.

Structure (ORCA input):
```
! RIJCOSX wB97M-V def2-TZVPD def2/J DEFGRID3
* xyz 0 1
C 2.866 -1.369 -3.207
C 2.144 -0.673 -2.239
N 1.076 -1.248 -1.611
C 0.729 -2.517 -1.927
C 1.522 -3.281 -2.779
C 2.592 -2.705 -3.453
C 2.537 0.751 -1.991
P 2.156 1.461 -0.349
Sc -0.015 0.157 -0.206
P -1.878 -2.259 -0.656
C -0.508 -3.218 -1.379
C -1.204 2.027 0.474
C -0.691 2.615 1.622
C -1.437 3.630 2.258
C -2.654 4.059 1.722
C -3.134 3.470 0.546
C -2.391 2.449 -0.094
O 1.695 2.179 -4.008
O -0.360 2.920 -2.873
H 3.651 -0.826 -3.731
H 1.259 -4.323 -2.925
H 3.197 -3.268 -4.162
C 3.618 1.152 0.680
C 2.192 3.255 -0.683
H -0.986 -3.809 -2.179
H -0.174 -3.938 -0.615
H 2.057 1.430 -2.929
H 3.623 0.888 -2.139
C -3.213 -3.353 -0.185
C -2.467 -1.053 -1.850
H 0.272 2.314 2.047
H -1.037 4.088 3.162
H -3.230 4.839 2.223
H -4.067 3.811 0.100
H -2.769 2.008 -1.024
H -0.532 2.083 -2.247
H -1.217 3.150 -3.279
H 0.725 2.518 -3.688
H 1.599 1.562 -4.748
H -0.607 1.021 -1.695
H 4.516 1.550 0.193
H 3.489 1.632 1.660
H 3.739 0.075 0.846
H 3.147 3.530 -1.157
H 1.355 3.536 -1.340
H 2.083 3.781 0.275
H -3.242 -1.558 -2.436
H -2.893 -0.176 -1.349
H -1.674 -0.705 -2.524
H -3.322 -4.170 -0.915
H -3.029 -3.770 0.814
H -4.133 -2.756 -0.155
C 1.508 -1.524 3.905
Si -0.318 -1.407 3.534
C -1.157 -3.078 3.787
C -1.090 -0.089 4.593
C -0.584 -1.004 1.710
C -1.236 -1.467 0.735
H 1.653 -1.925 4.917
H 1.989 -0.542 3.853
H 2.004 -2.194 3.197
H -1.185 -3.421 4.828
H -2.190 -3.031 3.414
H -0.624 -3.833 3.192
H -0.597 0.881 4.431
H -2.153 0.025 4.357
H -0.995 -0.358 5.653
*
```

The value obtained for the orbital gap is 5.09 eV. The HOMO energy is -4.99 eV.

=====

Going through the records in order, we get E_tot values of -1379.053216 -2799.115202 Ha.